No. 1
Here is a 3-piece molecular cluster, C17H25NO9S2 overall from the OMol25 dataset. Energies are from the ωB97M-V functional and the def2-TZVPD basis.

## Properties
SMILES   CC(=O)N(C)C1=C(O)C(=O)C(O)=CC1=O.O=S1(=O)CCCC1.O=S1(=O)CCCC1
2S+1   1
Electronic energy   -2191.01679 hartree
Relative energy (zero: lowest compared OMol25 entry of this formula, charge and spin)   0.000 eV
Frontier orbital gap   8.13 eV
Charge   0

```
54
C17H25NO9S2 | the OMol25 dataset | the ωB97M-V functional and the def2-TZVPD basis
C 4.2165 4.8423 2.0228
C 2.7193 4.8788 2.2272
O 2.1350 5.8583 2.6291
N 2.0599 3.6621 1.9908
C 0.5951 3.7147 2.1657
C 2.4849 2.9791 0.8211
C 3.0655 1.7765 0.8596
O 3.3515 1.1090 1.9969
C 3.4540 1.0939 -0.4196
O 3.3942 -0.1072 -0.5219
C 3.8560 2.0087 -1.5393
O 4.7001 1.4857 -2.4729
C 3.2876 3.2088 -1.5927
C 2.3073 3.5977 -0.5371
O 1.4049 4.3647 -0.7785
H 4.6260 5.8035 2.3150
H 4.4737 4.6516 0.9780
H 4.6542 4.0425 2.6199
H 0.3824 4.3369 3.0271
H 0.0966 4.1295 1.2909
H 0.2352 2.7073 2.3671
H 2.9310 0.2398 1.9934
H 5.5973 1.7999 -2.3232
H 3.4790 3.9087 -2.3953
C -0.0554 -0.9466 -0.1807
C -1.2774 -0.1101 -0.5801
C -2.2771 -0.1683 0.5792
S -1.3041 -0.4252 2.0665
O -1.6198 -1.7204 2.6192
O -1.3416 0.7417 2.9128
C 0.2853 -0.5320 1.2454
H 0.7871 -0.7884 -0.8520
H -0.3076 -2.0085 -0.2099
H -0.9752 0.9272 -0.7468
H -1.7208 -0.4839 -1.5006
H -2.8532 0.7450 0.7053
H -2.9536 -1.0163 0.4933
H 0.9058 -1.2452 1.7855
H 0.7204 0.4688 1.2775
C -3.9005 -5.6140 -2.5957
C -3.9238 -5.7285 -1.0647
C -3.1432 -4.5343 -0.5034
S -3.3173 -3.2187 -1.7197
O -2.0169 -2.9196 -2.2697
O -4.1269 -2.1506 -1.1869
C -4.2559 -4.1653 -2.9139
H -4.6001 -6.3038 -3.0650
H -2.9015 -5.8404 -2.9737
H -4.9558 -5.6935 -0.7113
H -3.4913 -6.6673 -0.7231
H -3.5284 -4.1667 0.4446
H -2.0780 -4.7382 -0.4136
H -3.9710 -3.8356 -3.9101
H -5.3093 -3.9539 -2.7326
```

***

No. 2
Here is C16H37CeNSi4Te as an isolated structure from the OMol25 dataset. Energies are from the ωB97M-V functional and the def2-TZVPD basis.

## Properties
2S+1   2
Electronic energy   -2587.71710 hartree
Frontier orbital gap (alpha / beta)   5.26 / 5.34 eV
Charge   -1

```
60
C16H37CeNSi4Te | the OMol25 dataset | the ωB97M-V functional and the def2-TZVPD basis
C -2.1448 -5.1748 -0.5192
C -3.0458 -4.1129 -0.1995
C -2.3590 -3.2194 0.6633
C -1.0454 -3.7113 0.9252
C -0.8910 -4.9576 0.1778
Ce -0.9564 -3.0455 -1.6140
N 0.7509 -4.3147 -2.4229
C -2.7518 -2.6270 -2.9240
C -3.8383 -2.2929 -2.1995
H -2.8289 -2.3059 1.1445
H -4.0676 -4.0462 -0.5073
H -0.3126 -3.2731 1.6016
H -0.0111 -5.5634 0.1076
H -2.3749 -6.0150 -1.2025
H -4.6158 -3.0281 -2.0506
H -1.9971 -2.0495 -3.4373
H 0.7679 -4.6485 -3.4845
H -3.8637 -1.2927 -1.7667
H -2.4836 -3.6799 -3.3037
C -2.4194 2.3674 1.2825
Si -0.8317 1.4764 1.7946
C 0.1406 2.5530 3.0145
C -1.2790 -0.1573 2.6363
Si 0.3818 1.1009 -0.1750
Te -1.2776 0.2695 -1.7897
Si 1.0220 3.2079 -1.0202
C 1.8104 4.3643 0.2612
C 2.2830 2.9079 -2.4063
C -0.4907 4.1000 -1.7401
Si 2.3869 0.0926 0.5341
C 3.4886 1.3425 1.4512
C 2.0668 -1.3645 1.6977
C 3.3011 -0.5182 -1.0062
H -3.0746 2.3857 2.1587
H -2.9239 1.8408 0.4700
H -2.2257 3.3946 0.9677
H -0.5084 2.7007 3.8806
H 1.0560 2.0678 3.3525
H 0.3904 3.5307 2.6061
H -1.8756 -0.7892 1.9784
H -0.4035 -0.7207 2.9549
H -1.8733 0.0792 3.5223
H 2.7063 3.9547 0.7252
H 2.0932 5.2722 -0.2763
H 1.1084 4.6449 1.0464
H 1.9320 2.1447 -3.0985
H 2.3950 3.8469 -2.9486
H 3.2547 2.6107 -2.0146
H -1.0653 3.4538 -2.4018
H -1.1462 4.4698 -0.9508
H -0.1142 4.9507 -2.3103
H 3.0299 1.7046 2.3713
H 4.4155 0.8273 1.7166
H 3.7525 2.1984 0.8312
H 1.3433 -2.0737 1.2884
H 3.0152 -1.8935 1.8410
H 1.7213 -1.0309 2.6779
H 2.6575 -1.1540 -1.6161
H 3.6643 0.3081 -1.6187
H 4.1614 -1.1081 -0.6767
```

***

No. 3
Here is a 2-piece molecular cluster, C4H12N3 overall from the OMol25 dataset. Energies are from the ωB97M-V functional and the def2-TZVPD basis.

## Properties
2S+1   1
Electronic energy   -323.51237 hartree
Relative energy (zero: lowest compared OMol25 entry of this formula, charge and spin)   4.514 eV
Frontier orbital gap   9.85 eV
Charge   +1

```
19
C4H12N3 | the OMol25 dataset | the ωB97M-V functional and the def2-TZVPD basis
C -1.3622 0.5745 -2.0315
C -1.1367 -0.4471 -0.9481
C -0.6117 0.9103 -0.8802
C -0.3339 -1.6298 -1.4606
N 0.6040 -0.4738 2.3236
N 1.2577 0.7785 2.0610
N 0.0931 1.6786 -0.1966
H -0.7379 0.3380 -2.8652
H -2.2602 1.1545 -2.2083
H -1.9598 -0.6114 -0.3178
H 0.1755 -1.4150 -2.3126
H -1.1848 -2.2623 -1.8683
H 0.1568 -2.1448 -0.5432
H 1.1097 -0.9169 2.9817
H -0.3816 -0.1310 2.6698
H 2.2128 0.6115 1.9413
H 1.1485 1.4112 2.8379
H 0.3791 2.6447 -0.6377
H 0.4688 1.3646 0.7289
```